Formula: C8H12N2O2S
Source: OMol25
Level of theory: the ωB97M-V functional and the def2-TZVPD basis

```
25
Properties=species:S:1:pos:R:3
C -2.722 0.618 0.930
C -1.884 -0.383 -0.771
C -0.989 -0.712 0.118
C 0.355 -1.421 0.036
C -1.792 -0.528 -2.229
C 2.314 0.113 1.490
C 1.429 2.104 0.333
C 1.123 -0.135 -0.501
N -2.949 0.284 -0.279
N 1.678 0.706 0.367
O 0.328 -2.318 -1.010
O 0.678 -1.970 1.158
S -1.218 0.046 1.676
H -3.304 1.290 1.577
H -1.340 0.303 -2.730
H -1.121 -1.276 -2.550
H -2.774 -0.719 -2.584
H 2.337 0.783 2.401
H 1.673 -0.722 1.908
H 3.313 -0.317 1.534
H 0.427 2.197 0.058
H 1.417 2.387 1.377
H 2.115 2.777 -0.158
H 0.773 0.089 -1.458
H 0.135 -3.197 -0.692
```

**2S+1**: 1
**Highest occupied orbital energy**: -8.32 eV
**Energy above the lowest of the compared OMol25 structures with the same formula, charge and spin**: 451.2 kJ/mol
**HOMO-LUMO gap**: 7.76 eV

In the Löwdin picture, each atom carries the following charge in e: -0.423 -0.401 -0.398 -0.776 -0.013 -0.067 -0.024 0.134 0.055 -0.166 0.029 -0.141 1.095 0.073 0.081 0.061 0.079 0.107 0.089 0.100 0.074 0.094 0.103 0.121 0.112

Formula: C8H12N2O3
Source: OMol25
Level of theory: the ωB97M-V functional and the def2-TZVPD basis

```
25
Properties=species:S:1:pos:R:3
C 0.388 0.937 1.979
N -0.316 0.050 1.007
C -0.937 0.851 -0.137
C 0.328 1.077 -1.087
C 1.218 -0.191 -0.887
C 0.550 -1.020 0.297
O 1.367 -1.692 1.263
C -0.444 -1.879 -0.378
C -1.517 -1.464 -1.034
C -1.973 -0.056 -0.798
N -3.147 -0.119 0.103
O -3.669 0.892 0.520
O -3.521 -1.199 0.392
H 0.932 0.430 2.680
H 1.032 1.666 1.357
H -0.379 1.570 2.465
H -1.411 1.706 0.148
H 0.804 1.922 -0.633
H 0.103 1.133 -2.148
H 1.100 -0.764 -1.871
H 2.245 0.130 -0.653
H 1.047 -2.624 1.445
H -0.269 -2.926 -0.318
H -2.298 -2.135 -1.461
H -2.305 0.487 -1.785
```

**SMILES string**: CN1[C@H]2CC[C@]1(O)C=C[C@H]2[N+](=O)[O-]
**2S+1**: 1
**Highest occupied orbital energy**: -8.80 eV
**Energy above the lowest of the compared OMol25 structures with the same formula, charge and spin**: 442.7 kJ/mol
**HOMO-LUMO gap**: 9.35 eV

In the Löwdin picture, each atom carries the following charge in e: -0.041 -0.072 -0.204 -0.098 -0.074 -0.434 0.008 -0.018 -0.030 -0.185 -0.390 0.079 0.106 0.041 0.102 0.095 0.105 0.083 0.107 0.129 0.114 0.130 0.114 0.134 0.197

Formula: C8H12N2O3S
Source: OMol25
Level of theory: the ωB97M-V functional and the def2-TZVPD basis

```
26
Properties=species:S:1:pos:R:3
C -0.566 0.865 -2.048
C -3.124 0.923 0.133
C -0.687 -0.483 -2.714
C 0.582 -0.926 -1.995
C 0.606 0.371 0.106
C 0.787 -1.015 0.706
C -0.346 -1.317 1.591
C 2.116 -1.136 1.439
N 0.570 0.325 -1.205
N 0.504 2.999 1.237
O -3.166 0.393 -0.882
O -0.969 1.967 -2.025
O -3.248 1.445 1.140
S 0.774 -2.304 -0.826
H -1.544 -0.861 -2.168
H -0.763 -0.625 -3.844
H 1.475 -0.864 -2.591
H -1.278 -0.857 1.126
H -0.200 -1.011 2.641
H -0.460 -2.444 1.787
H 2.806 -0.554 0.953
H 2.573 -2.127 1.515
H 2.059 -0.641 2.480
H 1.338 2.556 1.659
H -0.303 2.373 1.575
H 0.464 2.949 0.210
```

**2S+1**: 1
**Highest occupied orbital energy**: -8.14 eV
**Energy above the lowest of the compared OMol25 structures with the same formula, charge and spin**: 203.2 kJ/mol
**HOMO-LUMO gap**: 8.13 eV

In the Löwdin picture, each atom carries the following charge in e: -0.367 -0.445 -0.045 -0.555 0.030 -0.710 -0.129 -0.099 -0.031 -0.043 0.206 0.171 0.234 0.896 0.108 0.156 0.098 0.087 0.087 0.110 0.038 0.082 0.117 0.000 0.021 -0.017

Formula: C8H12N2OS
Source: OMol25
Level of theory: the ωB97M-V functional and the def2-TZVPD basis

```
24
Properties=species:S:1:pos:R:3
C -2.356 0.454 -0.919
C -1.687 1.028 0.383
C -0.738 0.096 1.044
C 0.331 -0.395 0.142
C 1.737 -0.055 0.704
O 2.283 -0.748 1.539
C 2.491 1.078 0.050
C 1.630 2.187 -0.122
N 0.736 2.865 -0.425
C 3.832 0.973 -0.225
N 4.505 -0.241 -0.268
S 4.003 -1.806 -0.437
H -3.452 0.368 -0.821
H -1.995 -0.598 -1.231
H -2.225 1.190 -1.722
H -2.472 1.332 0.997
H -1.159 1.944 0.209
H -0.356 0.667 1.862
H -1.284 -0.770 1.394
H 0.157 0.126 -0.914
H 0.393 -1.426 -0.030
H 4.576 1.815 -0.475
H 5.522 -0.187 -0.522
H 3.225 -1.858 0.634
```

**SMILES string**: CCCCC(=O)/C(C#N)=C\NS
**2S+1**: 1
**Highest occupied orbital energy**: -8.84 eV
**Energy above the lowest of the compared OMol25 structures with the same formula, charge and spin**: 334.4 kJ/mol
**HOMO-LUMO gap**: 8.89 eV

In the Löwdin picture, each atom carries the following charge in e: -0.094 -0.266 -0.234 -0.126 -0.380 0.005 -0.172 -0.185 0.176 -0.084 -0.443 0.833 0.060 0.094 0.065 0.082 0.053 0.115 0.119 0.156 0.099 0.160 0.102 -0.137

Formula: C8H12N2S
Source: OMol25
Level of theory: the ωB97M-V functional and the def2-TZVPD basis

```
23
Properties=species:S:1:pos:R:3
C 3.572 0.504 -0.658
C 3.939 -0.548 0.047
C 1.814 0.541 0.822
C -0.423 -0.804 -0.961
C -1.524 -0.797 1.371
C -2.800 -0.571 -0.797
C -1.377 1.187 0.148
C -1.536 -0.286 -0.084
N 2.400 1.087 -0.231
N 0.308 -1.179 -1.769
S 2.723 -0.847 1.257
H 4.164 0.836 -1.613
H 4.806 -1.171 -0.119
H -2.551 -0.631 1.734
H -0.819 -0.437 1.958
H -1.334 -1.822 1.461
H -2.900 0.039 -1.604
H -3.034 -1.577 -1.103
H -3.598 -0.255 -0.146
H -1.296 1.875 -0.665
H -2.160 1.582 0.718
H -0.504 1.332 0.759
H 2.128 1.944 -0.526
```

**2S+1**: 1
**Highest occupied orbital energy**: -8.82 eV
**Energy above the lowest of the compared OMol25 structures with the same formula, charge and spin**: 243.8 kJ/mol
**HOMO-LUMO gap**: 9.60 eV

In the Löwdin picture, each atom carries the following charge in e: -0.239 -0.411 -0.426 -0.174 -0.025 -0.054 -0.081 -0.567 -0.077 0.161 0.931 0.157 0.068 0.106 0.020 0.074 0.059 0.099 0.089 0.087 0.075 0.037 0.091

Formula: C8H12N3
Source: OMol25
Level of theory: the ωB97M-V functional and the def2-TZVPD basis

```
23
Properties=species:S:1:pos:R:3
C 1.858 2.811 -1.622
C 2.056 2.724 -0.213
C 0.779 2.032 -1.978
C 0.979 2.010 0.142
C -0.209 -0.809 1.661
C -0.884 0.593 -0.769
C -0.518 -0.906 -0.705
C -1.164 -2.839 0.669
N 0.263 1.459 -0.850
N -0.626 -1.481 0.635
N -0.190 -1.152 2.917
H 2.445 3.440 -2.261
H 2.790 3.223 0.380
H 0.332 1.878 -2.941
H -1.490 0.774 -1.659
H -1.470 0.859 0.116
H -1.199 -1.465 -1.348
H 0.501 -1.047 -1.086
H -1.125 -3.241 1.678
H -2.203 -2.831 0.334
H -0.580 -3.485 0.012
H 0.165 -0.501 3.600
H -0.509 -2.046 3.289
```

**2S+1**: 1
**Highest occupied orbital energy (alpha / beta)**: -11.73 / -11.61 eV
**Total charge**: +1
**Energy above the lowest of the compared OMol25 structures with the same formula, charge and spin**: 551.7 kJ/mol
**HOMO-LUMO gap (alpha / beta)**: 5.18 / 7.39 eV

In the Löwdin picture, each atom carries the following charge in e: -0.070 -0.068 -0.083 0.034 0.007 -0.106 -0.100 0.015 -0.139 -0.133 0.187 0.107 0.100 0.124 0.136 0.131 0.129 0.147 0.087 0.114 0.115 0.133 0.134

Formula: C8H12N3
Source: OMol25
Level of theory: the ωB97M-V functional and the def2-TZVPD basis

```
23
Properties=species:S:1:pos:R:3
C 2.069 -1.369 0.393
C 0.744 -1.159 0.554
N 0.063 -0.005 0.207
N -1.329 0.038 0.066
C -2.226 0.636 0.879
C -3.489 0.366 0.457
C -3.377 -0.561 -0.572
C -2.054 -0.696 -0.874
C 0.864 0.960 -0.578
N 2.202 1.053 0.009
C 2.976 -0.267 -0.110
H 2.528 -2.401 0.627
H 0.246 -1.769 1.184
H -2.035 1.266 1.746
H -4.269 1.024 0.712
H -4.250 -0.652 -1.316
H -1.520 -1.522 -1.508
H 0.771 0.717 -1.672
H 0.431 1.971 -0.453
H 1.837 1.076 1.021
H 2.595 1.894 -0.095
H 3.869 -0.228 0.565
H 3.356 -0.372 -1.241
```

**SMILES string**: C1=CN(n2cccc2)C[NH2+]C1
**2S+1**: 1
**Highest occupied orbital energy**: -11.63 eV
**Total charge**: +1
**Energy above the lowest of the compared OMol25 structures with the same formula, charge and spin**: 432.9 kJ/mol
**HOMO-LUMO gap**: 8.17 eV

In the Löwdin picture, each atom carries the following charge in e: -0.069 -0.072 -0.073 -0.098 -0.098 -0.094 -0.103 -0.083 -0.080 0.091 -0.103 0.151 0.105 0.127 0.100 0.145 0.158 0.171 0.158 0.225 0.126 0.139 0.178

Formula: C8H12N3O
Source: OMol25
Level of theory: the ωB97M-V functional and the def2-TZVPD basis

```
24
Properties=species:S:1:pos:R:3
N -1.055 0.341 -3.302
C -1.424 0.570 -1.990
O -1.947 1.755 -1.713
C -1.459 -0.481 -1.076
N -1.987 -0.302 0.207
C -1.168 -0.652 1.253
N 0.126 -0.183 1.092
C 0.485 0.240 -0.136
C 1.740 0.253 -0.631
C 2.711 -0.259 0.335
C 2.432 -0.304 1.627
C 1.066 -0.144 2.200
H -0.999 -0.561 -3.729
H -0.740 1.138 -3.753
H -2.184 2.253 -2.519
H -1.176 -1.417 -1.520
H -2.317 0.645 0.146
H -1.202 -1.726 1.426
H -1.558 -0.412 2.229
H 2.069 0.496 -1.587
H 3.641 -0.562 -0.143
H 3.134 -0.616 2.481
H 0.878 -1.061 2.806
H 1.030 0.790 2.827
```

**SMILES string**: N/C(O)=C/NC[N+]1=C=CC=CC1
**2S+1**: 1
**Highest occupied orbital energy (alpha / beta)**: -11.00 / -11.00 eV
**Total charge**: +1
**Energy above the lowest of the compared OMol25 structures with the same formula, charge and spin**: 433.0 kJ/mol
**HOMO-LUMO gap (alpha / beta)**: 6.14 / 6.14 eV

In the Löwdin picture, each atom carries the following charge in e: 0.214 -0.357 0.141 -0.019 0.022 -0.238 -0.074 0.048 -0.054 -0.091 -0.083 -0.120 0.130 0.097 0.161 0.150 0.133 0.147 0.147 0.081 0.120 0.148 0.148 0.149

Formula: C8H12N3OP
Source: OMol25
Level of theory: the ωB97M-V functional and the def2-TZVPD basis

```
25
Properties=species:S:1:pos:R:3
N 2.725 1.980 0.250
C 1.973 0.768 0.033
C 0.521 1.114 0.369
N -0.097 0.285 1.023
C -1.487 0.584 1.463
C -2.566 -0.280 0.749
C -2.536 -0.610 -0.727
C -2.390 -1.649 0.376
C 1.884 0.374 -1.449
C 1.656 -0.951 -1.649
N 1.490 -1.881 -0.763
P 1.876 -1.708 0.767
O 2.440 -0.192 0.917
H 3.513 2.104 -0.491
H 3.330 1.892 1.087
H 0.145 1.951 -0.215
H -1.481 0.378 2.645
H -1.670 1.599 1.155
H -3.523 -0.164 1.240
H -1.574 -0.524 -1.245
H -3.453 -0.634 -1.446
H -3.163 -2.318 0.349
H -1.356 -2.168 0.465
H 2.113 1.142 -2.161
H 1.631 -1.093 -2.739
```

**SMILES string**: N[C@@]1(/C=N/CC2CC2)C=CN=PO1
**2S+1**: 1
**Highest occupied orbital energy**: -8.36 eV
**HOMO-LUMO gap**: 8.05 eV

In the Löwdin picture, each atom carries the following charge in e: 0.075 -0.650 -0.137 0.026 -0.138 -0.318 -0.103 -0.168 -0.019 -0.333 -0.239 1.006 -0.327 0.119 0.093 0.143 0.161 0.092 0.129 0.080 0.129 0.063 0.118 0.097 0.105

Formula: C8H12N4
Source: OMol25
Level of theory: the ωB97M-V functional and the def2-TZVPD basis

```
24
Properties=species:S:1:pos:R:3
C 1.608 -0.880 -3.203
C 0.673 0.238 -3.638
C 1.023 1.635 -3.151
C -0.667 -0.075 -3.581
N -1.793 -0.341 -3.383
N 0.399 0.097 0.414
N -0.398 -0.072 -0.402
C -0.677 -0.243 3.646
C -1.606 0.877 3.207
C -1.024 -1.636 3.146
C 0.666 0.070 3.592
N 1.791 0.336 3.366
H 2.061 -1.468 -4.006
H 2.371 -0.393 -2.578
H 1.038 -1.569 -2.566
H 1.162 2.394 -3.927
H 0.213 1.977 -2.492
H 1.928 1.512 -2.539
H -2.058 1.466 4.011
H -1.036 1.570 2.568
H -2.371 0.394 2.582
H -1.162 -2.400 3.917
H -1.929 -1.510 2.535
H -0.213 -1.977 2.482
```

**2S+1**: 1
**Highest occupied orbital energy (alpha / beta)**: -8.83 / -8.84 eV
**Energy above the lowest of the compared OMol25 structures with the same formula, charge and spin**: 388.4 kJ/mol
**HOMO-LUMO gap (alpha / beta)**: 7.81 / 7.83 eV

In the Löwdin picture, each atom carries the following charge in e: -0.067 -0.281 -0.067 -0.280 0.157 0.087 0.088 -0.283 -0.069 -0.069 -0.276 0.154 0.080 0.070 0.075 0.080 0.075 0.070 0.081 0.076 0.070 0.081 0.070 0.077